This record from the Open Molecules 2025 dataset describes a 7-piece molecular cluster, C5H27N3O6 overall in a non-equilibrium geometry. The level of theory is ωB97M-V/def2-TZVPD.

Properties
HOMO energy, eV: -8.97
SMILES: CN(CCN)CCN.O.O.O.O.O.O
Kohn-Sham gap, eV: 9.421
Charge: 0
LUMO energy, Eh: 0.017

XYZ file:
```
41
Properties=species:S:1:pos:R:3:forces:R:3
C 2.8839 -0.0275 0.6834 1.360 0.792 -0.175
N 1.5747 0.6250 0.5466 -0.326 -0.112 -1.783
C 1.7077 1.9231 -0.3114 -2.306 -2.451 0.877
C 2.1932 1.5399 -1.8062 -2.114 -0.771 0.999
N 0.9736 1.4315 -2.7443 2.797 -1.024 1.106
C 0.5351 -0.3487 -0.1005 2.584 1.116 -1.752
C 0.8882 -1.7748 0.4349 -1.744 1.960 1.399
N -0.3604 -2.5354 0.4750 -0.250 -1.913 0.272
H 3.6065 0.8954 0.8278 -0.961 -2.255 0.448
H 3.2440 -0.4868 -0.3082 -0.400 0.277 1.400
H 2.8542 -0.8646 1.5161 0.637 2.202 -1.656
H 0.6236 2.3145 -0.2074 1.459 -0.475 -1.108
H 2.2183 2.6640 0.3392 0.646 -0.555 -1.012
H 2.9814 2.2458 -2.0077 0.072 0.407 -0.969
H 2.6247 0.4720 -1.8908 -0.446 1.851 0.666
H 1.2735 1.4836 -3.6863 0.273 0.045 -0.978
H 0.2096 2.0223 -2.6234 -1.002 1.546 0.711
H 0.5602 -0.2630 -1.3329 0.173 -0.379 3.087
H -0.3980 0.0914 0.1950 -0.749 -0.456 0.281
H 1.7194 -2.1410 -0.1737 -0.096 -0.432 0.364
H 1.1703 -1.5515 1.5374 -0.243 -0.918 -1.824
H -0.2426 -3.5181 0.8389 0.076 1.522 -0.499
H -0.8136 -2.6458 -0.4427 0.450 0.200 0.272
O -1.0968 -2.3574 -2.4704 -3.582 -2.959 -1.734
H -0.5983 -1.6162 -2.3990 2.677 3.549 0.444
H -1.8766 -2.0034 -3.0113 1.214 -0.855 1.397
O -3.0780 -0.7546 1.2488 0.586 -0.995 -0.272
H -2.5880 0.0875 1.0526 -0.540 -0.289 0.286
H -2.3964 -1.4405 1.1022 -0.409 0.075 -0.101
O -2.3276 1.5804 1.1671 -0.722 2.115 1.357
H -1.6020 1.8221 1.8228 -0.353 -0.185 -0.882
H -3.1685 1.9497 1.5737 1.500 -0.701 -0.819
O -1.2406 -0.7101 3.4435 -4.618 3.260 1.575
H -0.9390 -1.3424 2.8864 2.012 -3.287 -2.758
H -2.2292 -0.6632 3.0628 2.772 0.138 1.120
O -3.1356 -0.5967 -2.5357 -1.399 -1.577 0.609
H -2.6861 0.1896 -2.7682 0.465 1.431 0.265
H -3.4636 -0.6028 -1.6073 0.667 0.439 -0.897
O -0.0236 1.9609 2.5423 -4.074 2.419 3.069
H -0.2129 1.2349 3.1306 0.032 -0.799 0.387
H 0.6354 1.7110 2.0001 3.880 -1.954 -3.173
```
Forces are in eV/Å.

Atom-resolved charges from Löwdin, all expressed in e: C -0.150; N -0.262; C -0.144; C -0.190; N -0.009; C -0.150; C -0.275; N -0.019; H 0.117; H 0.076; H 0.105; H 0.125; H 0.109; H 0.082; H 0.108; H 0.044; H 0.031; H 0.126; H 0.076; H 0.103; H 0.117; H 0.103; H 0.045; O -0.057; H -0.065; H 0.068; O -0.123; H -0.048; H 0.010; O -0.097; H 0.038; H 0.110; O -0.064; H -0.066; H 0.104; O -0.044; H 0.023; H 0.071; O 0.000; H 0.033; H -0.062

***

This record from the Open Molecules 2025 dataset describes a 9-piece molecular cluster, C5H27NO10 overall in a non-equilibrium geometry. The level of theory is ωB97M-V/def2-TZVPD.

Properties
HOMO energy, eV: -10.15
SMILES: C[C@H](O)CCNC=O.O.O.O.O.O.O.O.O
Kohn-Sham gap, eV: 10.528
Charge: 0
LUMO energy, Eh: 0.014

XYZ file:
```
43
Properties=species:S:1:pos:R:3:forces:R:3
C -0.8333 -4.3520 0.1987 -1.386 -0.796 2.356
C -0.3838 -2.8992 0.1760 -0.519 -0.619 -2.768
O -0.1624 -2.6325 -1.2632 0.090 0.222 0.875
C 0.8519 -2.6062 0.9842 1.393 0.004 0.100
C 1.6209 -1.3564 0.5349 -1.632 0.938 -0.208
N 0.8103 -0.1490 0.8431 0.346 -0.767 -0.677
C -0.2834 0.2023 0.1136 0.269 0.154 1.323
O -1.0965 0.9645 0.6135 -0.400 0.040 -0.775
H -1.9028 -4.5672 0.0929 -0.084 0.880 -0.863
H -0.8092 -4.7357 1.2342 0.916 -0.075 -0.178
H -0.3504 -5.0524 -0.4734 0.614 0.198 0.003
H -1.2339 -2.2388 0.3437 0.149 0.037 0.737
H 0.3460 -3.3862 -1.5630 0.288 -0.086 -0.442
H 0.5605 -2.5946 2.0371 0.196 0.172 0.091
H 1.6198 -3.3790 0.8695 -0.464 -0.558 0.016
H 1.7640 -1.4024 -0.5475 -0.196 -0.043 0.513
H 2.6215 -1.2091 0.9309 -0.088 -0.325 0.416
H 0.6811 0.0467 1.8263 0.120 0.333 0.010
H -0.4033 -0.2531 -0.8713 0.248 0.094 -0.240
O -2.0458 -1.5200 -3.0808 -0.375 0.034 0.047
H -1.2204 -1.1533 -3.4063 0.093 -0.064 0.065
H -1.7997 -2.0705 -2.3243 0.282 0.104 -0.241
O 2.2199 1.1737 -1.8120 -0.022 0.047 0.009
H 1.9979 0.6889 -1.0128 0.114 -0.063 0.138
H 2.2920 2.0792 -1.4660 -0.158 0.076 -0.111
O -1.5186 2.5811 2.8628 -0.315 0.122 0.504
H -1.7794 3.0821 3.6444 -0.143 -0.179 0.054
H -2.3328 2.1155 2.5738 0.265 0.124 0.090
O -3.5943 1.7111 1.3051 0.220 -0.147 0.009
H -3.0750 2.4493 0.9596 -0.303 0.101 -0.227
H -3.0369 0.9705 1.0094 -0.217 0.143 -0.016
O 3.0406 -1.6675 -2.0219 0.147 -0.310 -0.462
H 3.8548 -1.6905 -2.5345 0.017 0.031 0.041
H 2.4703 -1.0641 -2.5139 0.120 0.214 -0.003
O -1.6262 3.7017 -1.8416 -0.108 -0.048 -0.002
H -2.1614 3.2631 -2.5102 -0.028 0.060 -0.042
H -1.3403 2.9807 -1.2733 0.152 -0.087 0.133
O 0.4658 4.2959 2.2621 0.008 0.412 -0.117
H 0.8062 3.7811 2.9980 0.099 -0.110 -0.045
H -0.4905 4.1419 2.3148 0.243 -0.270 -0.234
O 1.9522 3.5789 -0.2331 0.050 0.074 -0.079
H 1.2600 3.6941 0.4345 -0.015 -0.029 0.251
H 2.2446 4.4774 -0.4141 0.013 -0.039 -0.050
```
Forces are in eV/Å.

Atom-resolved charges from Löwdin, all expressed in e: C -0.049; C -0.376; O -0.098; C -0.131; C -0.164; N 0.050; C -0.319; O -0.007; H 0.084; H 0.088; H 0.085; H 0.141; H 0.088; H 0.126; H 0.128; H 0.062; H 0.128; H 0.147; H 0.134; O -0.066; H 0.025; H 0.000; O -0.063; H -0.014; H 0.009; O -0.090; H 0.056; H 0.011; O -0.067; H 0.036; H 0.027; O -0.062; H 0.054; H 0.034; O -0.054; H 0.036; H 0.007; O -0.064; H 0.042; H 0.016; O -0.055; H 0.012; H 0.053

***

This record from the Open Molecules 2025 dataset describes C5H28NO10 as an isolated structure in a non-equilibrium geometry. The level of theory is ωB97M-V/def2-TZVPD.

Properties
HOMO energy, eV: -6.00
Kohn-Sham gap, eV: 8.917
Charge: -1
LUMO energy, Eh: 0.107

XYZ file:
```
44
Properties=species:S:1:pos:R:3:forces:R:3
C -0.4783 -1.2383 -1.6886 0.601 1.027 0.007
O 0.6401 -0.4172 -2.0779 -1.215 -0.128 0.099
C -1.8577 -0.5568 -1.5871 0.494 0.276 -1.163
C -2.7999 -1.3235 -0.6700 -0.412 0.000 0.607
C -2.6367 -0.8965 0.7635 0.171 -0.073 0.119
C -3.5142 -0.2102 1.4857 0.117 0.344 -0.525
N -3.2729 0.2764 2.8064 -0.234 -0.424 -0.542
H -0.4788 -2.0168 -2.4519 -0.363 -0.674 0.550
H -0.3437 -1.5708 -0.6515 0.459 -0.786 -0.179
H -1.7487 0.4694 -1.2484 0.060 0.001 0.293
H -2.2596 -0.4395 -2.5978 -0.214 -0.206 0.005
H -2.6203 -2.4054 -0.6970 -0.053 0.014 -0.389
H -3.8353 -1.1392 -0.9603 -0.057 -0.114 -0.095
H -1.6733 -1.1321 1.2071 0.151 0.077 0.114
H -4.4571 0.0525 1.0123 -0.092 0.115 0.319
H -3.2971 1.2884 2.8262 -0.143 0.027 0.004
H -2.3262 0.0012 3.0059 0.371 0.065 0.478
H 0.7146 1.6604 0.4899 0.114 0.012 0.486
H 2.1344 1.8952 1.0447 -0.313 0.170 -0.085
O 1.2448 1.6594 1.3515 -0.805 -0.476 0.356
H 1.9734 -2.5415 3.7078 0.116 0.699 0.032
H 1.5243 -3.7434 2.9681 0.072 -0.129 -0.087
O 2.1633 -3.4724 3.6339 -0.150 -0.521 -0.011
H 2.6932 1.2423 2.9945 -0.252 -0.032 -0.142
H 3.1045 -0.0941 2.3727 -0.093 -0.026 -0.057
O 3.4107 0.6061 2.9593 0.508 -0.037 0.335
H 1.4019 -0.0999 1.3854 -0.012 0.116 0.099
H 1.2700 -1.3264 0.5202 -0.231 -0.170 -0.059
O 1.6051 -1.0705 1.3830 -0.272 0.006 0.207
H -1.3577 2.8653 -1.0989 0.143 -0.565 0.443
H -2.2243 2.8748 0.1943 0.373 -0.129 0.123
O -2.2655 2.9583 -0.7567 -0.667 0.549 -0.489
H 2.8436 -1.1543 -0.3815 0.888 0.359 0.439
H 2.3284 -0.4676 -1.5295 -0.054 0.633 -0.339
O 3.1245 -0.4238 -0.9529 -0.276 -0.812 -0.241
H 0.3519 0.6271 -1.6710 0.347 0.086 0.315
H 0.9917 2.1349 -1.1881 -0.077 0.061 -0.171
O 0.1368 1.7048 -1.0637 0.304 0.439 -0.125
H 3.1870 2.9931 -0.8400 0.530 -0.255 -0.319
H 3.6301 1.4840 -0.3855 -0.140 0.063 -0.701
O 3.1046 2.2784 -0.2118 0.361 0.416 0.333
H 0.3985 -0.2130 -3.8490 -0.221 0.104 -0.054
H -0.5246 -0.9579 -4.8040 -0.265 -0.339 -0.084
O -0.0053 -0.1610 -4.7493 0.429 0.236 0.095
```
Forces are in eV/Å.

Atom-resolved charges from Löwdin, all expressed in e: C -0.252; O -0.258; C -0.183; C -0.211; C -0.130; C -0.218; N 0.017; H 0.110; H 0.086; H 0.084; H 0.111; H 0.108; H 0.104; H 0.100; H 0.106; H 0.065; H 0.060; H 0.013; H -0.021; O -0.135; H 0.011; H 0.027; O -0.062; H 0.014; H -0.004; O -0.063; H 0.012; H 0.005; O -0.087; H -0.003; H 0.009; O -0.094; H 0.020; H 0.016; O -0.082; H 0.001; H -0.002; O -0.254; H 0.065; H 0.049; O -0.047; H 0.004; H 0.003; O -0.089

***

This record from the Open Molecules 2025 dataset describes C5H28NO11 as an isolated structure in a non-equilibrium geometry. The level of theory is ωB97M-V/def2-TZVPD.

Properties
HOMO energy, eV: -6.90
Kohn-Sham gap, eV: 9.665
Charge: -1
LUMO energy, Eh: 0.102

XYZ file:
```
45
Properties=species:S:1:pos:R:3:forces:R:3
C -1.0652 -0.0890 -1.0762 -0.170 0.920 0.900
C 0.3601 -0.0441 -1.5583 -0.072 -0.438 -1.189
C 1.0887 -1.3419 -1.2367 1.194 0.149 -1.503
O 1.6314 -1.4454 0.0657 -0.461 0.171 0.588
C -2.0271 -0.9965 -1.7615 -1.241 0.007 -1.504
N -3.2731 -1.2448 -1.2012 0.717 -0.232 0.504
C -3.5032 -1.4017 0.2203 -0.088 0.178 1.317
O -1.8546 -1.4508 -2.8952 0.146 0.205 0.668
H -1.1484 -0.3109 -0.0140 0.370 -0.155 0.040
H -1.3669 0.9721 -1.0488 -0.709 -0.508 -0.355
H 0.4238 0.1146 -2.6461 -0.399 -0.576 0.086
H 0.7905 0.9158 -1.2480 0.072 -1.267 1.023
H 0.5066 -2.2212 -1.5119 -0.610 0.003 0.390
H 1.9533 -1.4215 -1.9089 -0.219 0.062 0.196
H -3.7708 -1.9126 -1.7703 0.055 0.091 -0.129
H -4.1570 -2.2281 0.4748 -0.258 -0.345 -0.582
H -3.9767 -0.5566 0.7321 0.242 0.176 -0.486
H -2.6095 -1.6455 0.8073 0.089 0.118 -0.570
H -0.0511 2.8911 0.6567 0.476 0.197 0.344
H 1.3084 1.6718 1.2780 0.094 0.758 0.586
O 0.3828 2.0417 0.5625 -0.023 -0.659 -0.242
H -0.8665 1.1372 1.4052 -0.456 -0.301 0.338
H -2.0921 1.8115 1.1576 -0.753 -0.239 0.101
O -1.8476 0.9759 1.5778 1.030 1.103 -0.345
H 3.2153 0.0461 2.1906 0.233 -0.588 -0.371
H 3.0607 -1.4344 1.8552 0.137 -0.101 -0.157
O 3.7477 -0.7841 2.0278 -0.047 0.358 0.346
H 1.0956 -0.9153 0.6699 -0.004 -0.029 0.008
H 0.6806 1.7434 4.2640 -0.200 0.022 0.168
O 0.2829 0.9208 3.9605 0.379 -0.152 -0.238
H -0.2833 -2.0652 -3.7936 -0.103 0.287 -0.218
H -0.2674 -0.8239 -4.6367 -0.112 -0.015 0.056
O 0.1666 -1.6757 -4.5561 0.554 -0.348 -0.335
H -2.8471 -0.1254 3.6890 0.323 0.138 -0.196
H -2.5618 -0.5848 2.2517 0.045 0.597 0.595
O -2.9642 -0.8612 3.0851 -0.510 -0.850 0.267
H 2.1812 3.3180 -1.1155 -0.004 -0.005 0.016
H 1.3878 2.1782 -1.6676 0.320 0.691 -0.191
O 1.7887 3.0199 -1.9416 -0.094 -0.064 -0.042
H 0.9137 0.7476 3.2154 -0.368 0.207 0.556
H 2.7772 2.0237 2.1881 -0.091 0.085 -0.033
O 2.1298 1.3197 2.1019 -0.153 0.054 -0.665
H 2.8609 -0.1585 -0.6545 0.111 0.129 -0.420
H 4.2922 -0.1446 -0.8289 0.254 0.158 -0.365
O 3.5071 0.0344 -1.3656 0.301 0.006 1.042
```
Forces are in eV/Å.

Atom-resolved charges from Löwdin, all expressed in e: C -0.118; C -0.168; C -0.251; O -0.073; C -0.425; N 0.031; C -0.105; O 0.018; H 0.084; H 0.137; H 0.122; H 0.061; H 0.117; H 0.111; H 0.126; H 0.085; H 0.080; H 0.076; H 0.017; H 0.000; O -0.253; H 0.025; H 0.054; O -0.122; H -0.017; H 0.000; O -0.115; H 0.090; H 0.018; O -0.105; H -0.004; H 0.019; O -0.084; H 0.029; H -0.046; O -0.092; H 0.026; H -0.024; O -0.074; H -0.007; H 0.028; O -0.250; H 0.005; H 0.042; O -0.072

***

Which of these has the highest LUMO energy? C5H28NO10

***

What is the Kohn-Sham gap in the fourth record? 9.665 eV